# 1
Entry from the OMol25 dataset: a 14-piece molecular cluster, C4H26BO21 overall at a distorted geometry (the ωB97M-V functional and the def2-TZVPD basis).

Summary:
Kohn-Sham gap   9.89 eV
Highest occupied orbital energy   -0.3035 hartree
Total charge   -1
Electronic energy   -1773.24696 Ha
E_LUMO   1.6 eV
Multiplicity   1

Geometry as XYZ:
```
52
Properties=species:S:1:pos:R:3:forces:R:3
O -1.229 2.652 -1.083 0.878 -3.514 2.039
C -0.880 1.631 -0.446 -3.390 3.114 -1.852
O 0.309 1.304 -0.155 2.445 0.091 -0.333
B 0.388 0.023 0.507 0.680 -0.916 0.794
O -0.989 -0.417 0.756 -0.313 1.006 -0.510
C -1.775 0.516 0.233 -3.716 0.438 -0.518
O -3.020 0.543 0.252 3.540 -0.347 0.190
O 1.179 0.178 1.719 1.103 -0.385 0.866
C 2.361 -0.445 1.597 0.935 -0.230 0.282
O 3.303 -0.461 2.350 -1.703 0.268 -0.738
C 2.328 -1.176 0.224 2.471 -1.136 -0.413
O 1.168 -0.952 -0.271 -1.295 -0.062 -1.525
O 3.235 -1.821 -0.318 -2.182 1.834 1.074
O 5.056 -3.519 0.638 0.583 -0.497 0.539
H 4.505 -4.287 0.489 -0.086 -0.124 -0.053
H 4.626 -2.817 0.150 -0.125 0.152 -0.038
O -4.986 3.119 0.461 -0.062 0.277 0.328
H -5.250 2.209 0.324 -0.318 -0.008 -0.342
H -4.955 3.219 1.413 -0.041 0.065 0.264
O 1.307 3.298 2.037 0.216 0.184 0.225
H 1.481 2.909 1.179 0.007 -0.102 -0.263
H 0.356 3.250 2.133 -0.175 0.128 -0.021
O 1.872 -2.716 -3.048 -0.188 -0.102 -0.338
H 2.776 -3.031 -3.063 0.306 -0.045 0.063
H 1.914 -1.889 -2.568 0.100 0.107 0.255
O -3.104 -3.019 1.511 -0.379 -0.153 -0.007
H -2.293 -3.493 1.324 0.234 -0.096 -0.122
H -2.814 -2.152 1.796 0.136 0.315 0.003
O -3.559 -1.627 -2.452 -0.166 -0.074 -0.286
H -4.052 -0.921 -2.034 -0.047 0.371 0.165
H -3.709 -2.389 -1.893 -0.196 -0.268 0.301
O -0.165 1.249 4.174 -0.351 -0.028 0.448
H -0.614 1.779 3.515 -0.046 0.059 -0.072
H 0.538 0.813 3.692 0.292 -0.036 -0.248
O -5.893 0.460 0.303 -0.401 0.089 -0.061
H -6.081 -0.477 0.353 -0.097 -0.195 0.030
H -4.983 0.539 0.587 0.705 -0.462 0.061
O 0.480 2.390 -4.171 0.077 -0.110 -0.317
H -0.113 3.051 -3.814 -0.217 0.143 0.184
H 1.070 2.181 -3.447 0.113 -0.044 0.201
O -3.324 4.799 -0.834 0.328 0.869 -0.326
H -2.740 4.200 -1.298 0.201 -0.217 0.026
H -3.834 4.235 -0.251 -0.320 -0.416 0.022
O -0.974 -2.623 -2.392 0.224 -0.479 0.200
H -0.455 -1.818 -2.381 0.183 0.035 -0.069
H -1.879 -2.324 -2.480 -0.174 0.420 -0.151
O 5.553 -2.184 -2.080 0.057 -0.114 -0.360
H 6.327 -1.622 -2.035 0.224 0.061 0.018
H 4.844 -1.646 -1.728 -0.330 0.112 0.187
O 5.587 0.028 3.791 0.458 0.232 0.346
H 4.851 -0.144 3.204 -0.310 -0.063 -0.108
H 6.255 -0.606 3.528 0.130 -0.145 -0.042
```
Forces are in eV/Å.

These are the Löwdin partial charges, in e, on atoms 1 to 2: atom 1 (O): 0.111, atom 2 (C): -0.340

=====

# 2
Entry from the OMol25 dataset: a single C3H4N2OS molecule at a distorted geometry (the ωB97M-V functional and the def2-TZVPD basis).

Summary:
Kohn-Sham gap (spin up / spin down)   7.17 / 7.17 eV
Highest occupied orbital energy (spin up / spin down)   -0.3314 / -0.3314 hartree
SMILES   CC(=S)/C=N\N=O
Electronic energy   -699.47723 Ha
E_LUMO (spin up / spin down)   -1.8 / -1.8 eV
Multiplicity   1

Geometry as XYZ:
```
11
Properties=species:S:1:pos:R:3:forces:R:3
C 1.796 0.557 0.061 1.372 2.580 -1.229
C 1.110 -0.655 0.010 -1.378 -2.921 -0.240
C -0.354 -0.493 -0.199 -3.312 -1.861 -1.532
N 3.056 0.714 -0.093 0.087 -0.178 0.208
N 4.195 0.593 0.317 0.487 -0.327 0.808
O 5.234 0.509 -0.270 0.426 -0.082 -0.426
S 1.763 -2.167 0.083 0.145 1.002 0.115
H 1.356 1.531 -0.155 -1.026 -0.379 0.469
H -0.693 -0.112 -1.218 1.119 -0.275 0.871
H -1.050 -1.458 -0.124 2.125 1.703 0.105
H -0.823 0.207 0.452 -0.044 0.737 0.852
```
Forces are in eV/Å.

These are the Löwdin partial charges, in e, on atoms 1 to 2: atom 1 (C): -0.179, atom 2 (C): -0.816

=====

# 3
Entry from the OMol25 dataset: C10H14BIN6Sn as an isolated structure at a distorted geometry (the ωB97M-V functional and the def2-TZVPD basis).

Summary:
Kohn-Sham gap (spin up / spin down)   4.71 / 4.33 eV
Highest occupied orbital energy (spin up / spin down)   -0.5714 / -0.5687 hartree
Total charge   +2
Electronic energy   -1254.17050 Ha
E_LUMO (spin up / spin down)   -10.8 / -11.1 eV
Multiplicity   1

Geometry as XYZ:
```
33
Properties=species:S:1:pos:R:3:forces:R:3
H -0.289 2.898 0.774 -0.094 0.048 -0.015
N 0.074 1.653 -0.890 0.039 -0.161 0.109
B 0.636 0.679 -3.128 -0.788 0.979 0.642
N 0.614 1.881 -2.134 -0.059 -0.671 0.567
C 0.986 3.176 -2.237 -0.310 -0.158 0.506
Sn -1.181 -0.369 -0.012 0.117 1.320 -1.091
H 1.448 3.540 -3.144 -0.111 0.051 0.109
C 0.655 3.817 -1.045 0.081 -0.291 -0.177
H 0.787 4.855 -0.792 0.045 -0.010 -0.075
C 0.088 2.822 -0.234 0.453 -0.192 -0.853
H 1.047 1.007 -4.206 -0.203 -0.224 0.179
C -1.179 -2.498 0.336 -0.719 0.337 0.625
H -1.560 -2.614 1.363 0.040 -0.311 -0.418
H -0.197 -2.964 0.256 -0.114 0.250 -0.106
H -1.879 -2.938 -0.388 0.245 0.084 0.286
N -0.811 0.072 -3.150 -0.339 -0.317 0.473
N 1.534 -0.427 -2.500 2.722 -0.559 -1.287
N -1.504 -0.449 -2.061 -0.634 -0.408 -2.098
N 1.101 -1.050 -1.348 1.973 -2.015 1.449
C -1.567 -0.074 -4.247 -0.045 -0.185 0.652
C 2.755 -0.883 -2.857 -2.715 2.345 -0.987
H -1.167 0.257 -5.193 -0.234 -0.031 -0.035
H 3.257 -0.484 -3.731 -0.046 -0.164 0.132
C -2.760 -0.687 -3.891 -0.267 -0.274 -0.205
C 3.131 -1.848 -1.932 0.706 -1.011 0.726
C -2.689 -0.945 -2.528 1.377 0.964 -0.665
C 2.072 -1.908 -1.003 -2.209 1.331 0.274
H -3.575 -0.937 -4.545 -0.024 -0.030 -0.067
H 4.029 -2.436 -1.920 0.245 -0.074 -0.047
H -3.403 -1.454 -1.893 0.085 0.187 0.035
H 2.005 -2.471 -0.087 0.036 -0.177 -0.116
H -2.140 1.055 0.202 0.002 -0.948 0.563
I 0.686 -0.263 2.056 0.743 0.313 0.915
```
Forces are in eV/Å.

These are the Löwdin partial charges, in e, on atoms 1 to 2: atom 1 (H): 0.107, atom 2 (N): -0.086

=====

# 4
Entry from the OMol25 dataset: C22H19N5O4STl as an isolated structure (the ωB97M-V functional and the def2-TZVPD basis).

Summary:
Kohn-Sham gap   7.17 eV
Highest occupied orbital energy   -0.3716 hartree
Total charge   +1
Electronic energy   -1994.85548 Ha
E_LUMO   -2.9 eV
Multiplicity   1

Geometry as XYZ:
```
52
Properties=species:S:1:pos:R:3:forces:R:3
Tl 0.571 -1.973 0.404 0.000 -0.017 0.007
C -5.323 -0.451 2.289 -0.011 0.000 0.019
N -4.327 -0.056 3.283 0.020 -0.065 0.007
C -4.507 0.014 4.660 -0.012 0.030 0.008
C -3.369 0.485 5.213 0.001 -0.004 0.003
N -2.499 0.701 4.159 -0.010 -0.005 -0.026
C -3.097 0.370 3.009 -0.011 0.015 0.002
S -2.054 0.431 1.613 0.019 0.041 -0.009
C -1.181 1.169 4.004 -0.004 0.000 0.001
C -0.332 1.585 4.951 -0.008 0.008 -0.015
C 0.933 2.103 4.474 -0.011 -0.008 -0.001
C 1.223 2.193 3.173 0.011 0.009 0.005
C 0.319 1.711 2.084 0.039 -0.003 -0.027
N -0.926 1.213 2.658 -0.025 -0.018 0.012
H -6.072 -1.074 2.768 0.005 -0.005 0.010
H -4.843 -1.023 1.498 0.004 0.035 -0.001
H -5.802 0.428 1.867 -0.010 -0.005 -0.033
H -5.439 -0.269 5.115 -0.005 -0.005 0.011
H -3.108 0.687 6.235 0.002 -0.002 0.009
H -0.608 1.598 5.993 -0.001 0.000 0.007
H 1.648 2.460 5.202 -0.002 0.001 0.006
H 2.160 2.616 2.838 0.003 -0.006 -0.012
H 0.077 2.485 1.345 0.000 -0.011 0.014
O -6.596 1.325 -1.902 0.025 -0.048 -0.074
C -6.126 0.280 -1.198 -0.019 0.129 0.131
O -6.813 -0.246 -0.363 0.009 -0.035 -0.049
C -4.718 -0.139 -1.462 0.037 -0.040 -0.038
C -3.715 0.779 -1.754 -0.010 0.045 -0.059
C -2.405 0.356 -1.919 -0.050 -0.109 -0.010
C -2.105 -0.999 -1.816 0.131 0.224 -0.038
C -3.102 -1.925 -1.518 -0.017 0.004 0.035
C -4.402 -1.490 -1.337 0.025 -0.010 -0.006
N -0.763 -1.420 -1.917 -0.041 -0.302 0.085
C -0.143 -1.337 -3.015 0.029 0.085 -0.035
C 1.282 -1.710 -3.135 -0.030 0.037 0.006
C 1.869 -1.770 -4.388 0.007 -0.015 -0.011
C 3.208 -2.128 -4.483 -0.019 0.005 0.002
C 3.902 -2.402 -3.321 0.000 0.009 0.020
C 3.231 -2.309 -2.106 0.030 0.013 0.020
N 1.953 -1.971 -2.006 -0.036 0.006 -0.018
H -6.001 1.541 -2.633 -0.025 0.006 0.059
H -3.935 1.838 -1.819 -0.018 -0.010 0.019
H -1.604 1.063 -2.084 -0.003 0.023 -0.002
H -2.853 -2.975 -1.440 0.014 0.000 0.020
H -5.192 -2.193 -1.104 -0.002 -0.008 0.003
H -0.635 -0.985 -3.926 -0.005 0.010 -0.001
H 1.285 -1.548 -5.271 0.002 0.010 -0.004
H 3.694 -2.187 -5.447 0.001 0.000 -0.005
H 4.946 -2.679 -3.340 0.001 -0.006 -0.004
H 3.751 -2.510 -1.177 -0.003 -0.009 0.002
O 0.949 0.673 1.381 0.015 0.009 0.028
O -0.021 0.335 0.360 -0.042 -0.010 -0.072
```
Forces are in eV/Å.

These are the Löwdin partial charges, in e, on atoms 1 to 2: atom 1 (Tl): 0.897, atom 2 (C): 0.024

=====

# 5
Entry from the OMol25 dataset: CH3ClN2O2 as an isolated structure at a distorted geometry (the ωB97M-V functional and the def2-TZVPD basis).

Summary:
Kohn-Sham gap   9.99 eV
Highest occupied orbital energy   -0.3704 hartree
Electronic energy   -759.87981 Ha
E_LUMO   -0.1 eV
Multiplicity   1

Geometry as XYZ:
```
9
Properties=species:S:1:pos:R:3:forces:R:3
C -1.337 0.261 -0.006 4.190 -0.260 -0.122
N 0.519 0.347 -0.196 -4.902 1.173 -0.188
N 1.230 -0.773 0.009 0.552 0.699 0.038
O 0.593 -1.794 0.058 -0.572 -0.922 0.070
O 2.426 -0.644 0.052 0.914 -0.296 0.217
Cl 1.222 1.876 0.030 0.000 -0.619 0.070
H -1.438 -0.492 0.761 -0.111 -0.026 0.067
H -1.569 1.270 0.279 -0.016 0.263 0.031
H -1.647 -0.050 -0.987 -0.056 -0.013 -0.184
```
Forces are in eV/Å.

These are the Löwdin partial charges, in e, on atoms 1 to 2: atom 1 (C): 0.137, atom 2 (N): -0.477